1.
Entry from OMol25: an isolated molecule of C9H17BN2O6 (ωB97M-V with the def2-TZVPD basis set).

```
35
Properties=species:S:1:pos:R:3:forces:R:3
O 2.15084 1.62489 1.00584 0.513 -0.216 1.076
O -2.37213 0.60722 -0.16779 0.709 -1.152 -0.376
O -0.42842 -3.43127 0.38797 0.495 -2.700 1.124
O -2.29449 -2.19663 1.02992 0.102 1.182 -0.761
O 2.12530 1.89756 3.26691 -1.099 -0.386 0.507
O 2.40398 -1.96857 -2.38186 1.116 1.130 -0.998
B -1.28169 -2.40849 0.14087 0.368 -1.087 1.276
C 1.56927 1.62358 2.07122 1.235 0.857 -0.861
C -1.16634 0.73329 -0.39814 1.379 -1.564 0.570
N -0.31232 -0.30559 -0.93076 -2.322 3.223 1.746
N -1.31202 2.91310 -1.17258 1.098 1.103 2.192
C 0.10497 1.51039 2.13462 -0.565 0.338 2.650
C 1.15076 -0.46310 -0.79535 -0.501 -1.372 -0.296
C 0.00173 -2.32026 -2.10587 -2.453 -0.514 0.430
C -0.52361 2.59309 1.27265 -3.066 0.007 0.379
C 1.32387 -1.85139 -1.48136 1.138 -1.914 0.135
C -1.00012 -1.55720 -1.15142 -0.779 -0.674 -1.144
C -0.57910 2.09075 -0.17450 1.024 0.760 -1.225
H -0.60402 -4.17453 1.05781 0.006 2.210 -1.354
H -2.55861 -1.30454 0.73362 -0.896 0.039 0.537
H 3.07373 1.89680 3.33625 0.818 0.032 -0.727
H 3.22327 -1.59567 -1.98308 -0.996 -0.442 -0.330
H -1.14505 2.54883 -2.06701 0.443 -0.499 -1.509
H -2.26360 2.73276 -0.97724 -1.365 0.077 0.098
H -0.24009 1.60194 3.20599 0.478 0.143 -1.058
H -0.14928 0.47908 1.91684 -0.337 -0.102 -0.678
H 1.50383 -0.65021 0.23484 -0.458 0.622 -0.227
H 1.77254 0.32440 -1.24680 -0.553 -0.216 0.024
H -0.35879 -3.42842 -2.03709 1.656 1.765 -0.124
H -0.15837 -2.02213 -3.15617 0.419 0.208 0.438
H -0.14261 3.61430 1.41217 0.858 -0.558 -0.478
H -1.54676 2.79684 1.72834 0.674 -0.742 -0.935
H 1.63442 -2.61167 -0.75404 -0.866 0.409 0.646
H -2.06886 -1.33915 -1.50092 1.603 -0.163 -0.364
H 0.46779 2.04000 -0.45385 0.124 0.195 -0.381
```
Positions in Å, forces in eV/Å.

total charge = 0
gap between HOMO and LUMO = 9.42 eV
E_LUMO = 0.34 eV
spin multiplicity = 1
M = 260.055 Da

Here are the Löwdin charges for atoms 1 to 5, given in e:
1. O 0.08
2. O 0.05
3. O 0.15
4. O 0.18
5. O 0.13


2.
Entry from OMol25: a cluster of 2 separate species, C4H13N2O2 in total (ωB97M-V with the def2-TZVPD basis set).

```
21
Properties=species:S:1:pos:R:3:forces:R:3
N -2.20008 -2.64068 0.32051 -0.321 1.072 1.120
C -1.37950 -1.43719 0.77882 -0.024 -0.355 -0.220
C -0.36477 -1.17175 -0.33830 -0.246 -1.193 -0.797
N 0.22940 -0.00570 -0.45258 0.282 1.108 0.102
C 0.04549 1.14812 0.41879 -0.092 0.801 -0.158
C 1.09370 0.25930 -1.61504 0.900 -0.788 0.652
O -0.20788 -2.11844 -1.12236 -0.181 0.410 0.303
H -3.15588 -2.49419 0.65754 -0.003 -0.257 -0.428
H -1.83758 -3.43961 0.81391 0.155 -0.716 -0.168
H -2.12983 -2.79476 -0.68856 0.287 0.085 -0.174
H -0.89844 -1.77671 1.69202 0.171 0.357 0.099
H -2.06429 -0.62725 0.99571 -0.005 0.126 -0.021
H -0.94230 1.25177 0.85941 -0.080 -0.499 0.194
H 0.82445 1.24963 1.17356 -0.039 -0.250 0.070
H 0.12644 2.04315 -0.19988 0.124 -0.090 -0.043
H 0.51339 0.66210 -2.43651 0.038 -0.051 -0.179
H 1.90666 0.92427 -1.32357 -0.416 0.410 0.105
H 1.63577 -0.65481 -1.85497 -0.508 -0.099 -0.446
H 3.54865 3.36231 0.94854 -0.731 0.682 -0.216
H 2.59796 4.60953 0.71116 0.374 -0.066 0.112
O 2.65865 3.65091 0.66181 0.315 -0.688 0.092
```
Positions in Å, forces in eV/Å.

total charge = +1
gap between HOMO and LUMO = 9.94 eV
E_LUMO = -3.47 eV
spin multiplicity = 1
M = 121.160 Da

Here are the Löwdin charges for atoms 1 to 5, given in e:
1. N 0.20
2. C -0.01
3. C -0.46
4. N -0.12
5. C -0.02


3.
Entry from OMol25: the ion C3H6N2O2 with charge +1 (ωB97M-V with the def2-TZVPD basis set).

```
13
Properties=species:S:1:pos:R:3:forces:R:3
O 0.73619 -0.19342 1.95625 -0.440 0.947 0.437
C 0.49550 -0.16698 0.79557 1.781 -1.921 -0.835
N 1.49163 -0.32345 -0.20178 -2.147 0.389 1.812
C 1.10910 -0.58008 -1.51938 0.639 0.633 -2.042
O 1.60264 0.02228 -2.42866 0.047 -0.299 0.221
C -0.98668 -0.16747 0.26814 -1.701 0.902 0.276
N -1.73621 0.83921 1.06499 3.873 0.127 -2.019
H 2.32767 0.21420 0.01415 0.201 -0.190 -0.398
H 0.37252 -1.37849 -1.73862 0.101 0.122 0.721
H -1.36834 -1.17577 0.43950 0.196 -0.257 0.216
H -1.07514 0.05488 -0.79488 -0.244 0.006 0.104
H -1.00517 1.22035 1.68504 -1.198 -0.265 1.298
H -1.96371 1.63474 0.45968 -1.108 -0.193 0.209
```
Positions in Å, forces in eV/Å.

total charge = +1
gap between HOMO and LUMO (alpha / beta) = 10.49 / 5.15 eV
E_LUMO (alpha / beta) = -4.75 / -10.03 eV
spin multiplicity = 2
M = 102.093 Da

Here are the Löwdin charges for atoms 1 to 5, given in e:
1. O 0.22
2. C -0.37
3. N 0.17
4. C -0.31
5. O 0.14


4.
Entry from OMol25: a cluster of 2 separate species, CH4P2S in total (ωB97M-V with the def2-TZVPD basis set).

```
8
Properties=species:S:1:pos:R:3:forces:R:3
C -0.24673 -0.06865 -0.07892 2.495 1.862 2.083
P -0.73639 1.57820 0.46194 2.606 -0.789 -1.976
P -0.16647 -1.67216 0.52434 0.827 0.676 -0.627
S 2.32655 0.51245 -0.07975 -2.463 -0.660 0.088
H 0.30014 2.37702 -0.34667 -1.675 -0.854 1.184
H -1.83691 1.71534 -0.33760 -0.998 0.524 -0.545
H -0.82540 -2.38067 -0.46867 -0.409 -0.503 -0.129
H 1.18521 -2.06154 0.32533 -0.383 -0.257 -0.078
```
Positions in Å, forces in eV/Å.

total charge = 0
gap between HOMO and LUMO (alpha / beta) = 6.15 / 5.98 eV
E_LUMO (alpha / beta) = -2.13 / -2.23 eV
spin multiplicity = 1
M = 110.058 Da

Here are the Löwdin charges for atoms 1 to 5, given in e:
1. C -0.88
2. P 0.68
3. P 0.71
4. S -0.08
5. H -0.07


5.
Entry from OMol25: an isolated molecule of C4H6N2 (ωB97M-V with the def2-TZVPD basis set).

```
12
Properties=species:S:1:pos:R:3:forces:R:3
N 0.11636 0.34346 -1.61814 -1.705 -0.831 2.348
C 1.23147 -0.05903 -1.27413 -0.568 0.225 -0.248
C 1.17420 -0.77007 0.09149 0.208 0.014 -0.037
N -0.13416 -0.58629 0.71559 0.075 -0.174 0.222
C -1.15973 -0.09393 -0.06739 0.626 -0.184 -0.332
C -0.63035 0.75915 1.01632 0.237 0.278 0.132
H 1.34629 -1.83574 -0.10740 -0.015 0.197 0.016
H 1.96458 -0.41898 0.76074 -0.095 -0.031 -0.137
H -2.14610 -0.58132 -0.11990 0.558 0.284 -0.394
H -0.64186 0.75617 -2.10318 0.727 0.465 -1.301
H -0.04547 1.62439 0.69716 0.008 -0.185 0.054
H -1.07521 0.86217 2.00883 -0.057 -0.057 -0.325
```
Positions in Å, forces in eV/Å.

total charge = 0
gap between HOMO and LUMO (alpha / beta) = 9.09 / 9.09 eV
E_LUMO (alpha / beta) = 1.12 / 1.12 eV
spin multiplicity = 1
M = 82.106 Da

Here are the Löwdin charges for atoms 1 to 5, given in e:
1. N 0.10
2. C -0.11
3. C -0.20
4. N -0.12
5. C -0.13


6.
Entry from OMol25: a structure of composition C23H35BaN4O8 (ωB97M-V with the def2-TZVPD basis set).

```
71
Properties=species:S:1:pos:R:3:forces:R:3
Ba -0.60324 0.00078 0.11486 0.461 -0.042 0.310
C 3.57825 -0.34344 0.79123 0.032 -0.011 -0.079
C 3.58899 0.11101 -0.64953 0.020 -0.010 0.069
O 2.40707 -0.26386 -1.33750 -0.039 -0.010 -0.017
C 2.53148 -1.50672 -2.01222 -0.079 0.020 -0.012
C 1.20875 -1.78157 -2.68636 0.126 0.085 -0.056
O 0.14877 -1.88641 -1.74695 -0.166 -0.102 -0.228
C -0.24550 -3.19646 -1.35690 0.026 -0.101 0.140
C 0.67642 -3.78162 -0.30397 -0.049 0.080 -0.031
O 0.87222 -2.83091 0.74140 -0.037 0.010 -0.043
C 0.53184 -3.29570 2.04182 -0.074 0.015 0.057
C -0.95952 -3.17830 2.30197 0.141 0.011 -0.038
O -1.40171 -1.83756 2.14978 -0.103 -0.013 -0.014
C -1.67821 -1.11775 3.34967 0.019 0.107 0.054
C -0.42789 -0.53699 3.96747 -0.082 -0.040 -0.039
O 0.16384 0.31508 2.99743 -0.024 -0.007 -0.084
C 1.36600 0.93893 3.42280 0.069 -0.047 -0.006
C 2.56795 0.21300 2.86918 -0.041 0.016 0.064
O 2.53264 0.34852 1.45687 0.001 0.009 -0.007
H 4.54401 -0.10430 1.25049 -0.007 -0.004 0.020
H 3.41176 -1.42447 0.86287 -0.013 0.001 0.027
H 4.47454 -0.29125 -1.15085 -0.007 0.024 -0.027
H 3.65008 1.20100 -0.68378 0.007 0.001 -0.027
H 2.79215 -2.30101 -1.30605 0.014 0.005 0.004
H 3.31639 -1.44756 -2.77525 0.013 0.009 0.012
H 1.27101 -2.67239 -3.31715 -0.020 -0.059 0.082
H 0.97109 -0.93196 -3.33012 -0.017 -0.006 -0.007
H -0.29333 -3.86995 -2.21813 -0.014 0.080 -0.063
H -1.25298 -3.08642 -0.95289 -0.015 0.007 -0.035
H 1.65042 -4.03915 -0.72700 0.009 -0.021 0.022
H 0.22586 -4.70285 0.07566 0.017 -0.007 0.008
H 1.08890 -2.67053 2.73928 0.010 -0.005 0.000
H 0.84923 -4.33388 2.18317 0.038 0.010 -0.014
H -1.19309 -3.55414 3.30212 -0.016 -0.009 -0.001
H -1.50928 -3.78274 1.57572 -0.041 -0.005 0.032
H -2.19705 -1.74680 4.07753 -0.008 -0.058 -0.054
H -2.33389 -0.29849 3.05668 -0.033 -0.015 0.016
H 0.27092 -1.32586 4.27206 0.029 0.033 0.013
H -0.70627 0.03648 4.85780 0.019 0.007 0.004
H 1.42324 0.97297 4.51357 -0.023 0.028 0.000
H 1.35217 1.96280 3.04522 -0.026 0.016 0.026
H 2.54109 -0.84833 3.14430 0.009 -0.007 -0.017
H 3.48962 0.64898 3.27078 0.010 -0.007 -0.017
O 0.94601 2.20779 0.18630 0.033 0.195 0.052
C 1.22652 3.21044 -0.79971 -0.029 0.124 -0.082
C 0.13062 4.25875 -0.78618 -0.026 -0.082 0.022
C -1.28356 3.69133 -0.96754 0.057 -0.063 -0.084
C -1.45072 2.91818 -2.24962 -0.015 0.045 0.071
C -1.73020 3.56656 -3.44913 -0.005 0.030 0.004
C -1.88844 2.82602 -4.60527 0.007 -0.056 0.020
C -1.77328 1.44411 -4.53512 -0.016 0.024 -0.043
C -1.49211 0.87599 -3.30929 0.021 0.013 0.039
N -1.31778 1.58830 -2.18948 -0.011 -0.109 -0.019
H 1.76310 1.87377 0.58352 0.023 -0.046 -0.018
H 1.30284 2.73608 -1.78332 -0.017 -0.032 0.013
H 2.18293 3.69106 -0.58232 0.016 -0.048 0.023
H 0.34422 4.97600 -1.58302 0.020 0.017 0.013
H 0.17038 4.79895 0.16154 -0.008 0.028 -0.014
H -1.99022 4.52195 -0.95860 -0.020 -0.007 0.015
H -1.54746 3.04474 -0.12892 -0.002 0.036 0.022
H -1.83798 4.64342 -3.45919 -0.001 -0.002 -0.006
H -2.11455 3.31116 -5.54551 0.000 0.016 0.007
H -1.91293 0.82085 -5.40699 0.002 0.000 0.003
H -1.42072 -0.20237 -3.20331 0.005 0.001 0.003
O -2.63693 1.17971 1.20922 -0.088 -0.152 -0.115
N -3.91405 1.20354 1.25043 -0.060 0.097 0.004
C -4.55112 0.33123 0.49543 0.042 -0.106 -0.052
C -5.97739 0.29402 0.48970 -0.007 -0.037 0.019
N -7.12391 0.22164 0.46485 0.007 0.021 -0.009
C -3.78833 -0.57913 -0.30294 0.202 0.141 0.036
N -3.00965 -1.21425 -0.87260 -0.263 -0.037 0.034
```
Positions in Å, forces in eV/Å.

total charge = +1
gap between HOMO and LUMO = 8.99 eV
E_LUMO = -2.04 eV
spin multiplicity = 1
M = 632.881 Da

Here are the Löwdin charges for atoms 1 to 5, given in e:
1. Ba 2.01
2. C -0.16
3. C -0.16
4. O -0.16
5. C -0.17


7.
Entry from OMol25: a cluster of 3 separate species, C4H12O2 in total (ωB97M-V with the def2-TZVPD basis set).

```
18
Properties=species:S:1:pos:R:3:forces:R:3
C 1.26531 0.55034 -0.31700 0.379 -1.120 -0.822
C -0.05828 -0.09096 -0.32071 -0.002 0.600 0.240
C -0.36063 -1.04033 0.67358 0.057 -0.902 0.591
C -1.14740 0.37927 -1.16890 -0.055 -0.524 -0.812
H 1.61109 0.80802 -1.32071 -0.317 0.345 0.058
H 2.01247 -0.13617 0.08317 -0.030 0.236 0.396
H 1.18893 1.44436 0.29354 0.130 0.378 0.236
H -1.32705 -1.50303 0.75787 -0.464 0.103 -0.269
H 0.33012 -1.42428 1.42080 0.337 0.414 -0.268
H -0.87272 0.67673 -2.18440 0.359 -0.116 0.102
H -1.47363 1.31812 -0.73238 -0.339 0.446 0.389
H -1.97980 -0.32032 -1.22142 -0.062 0.149 0.171
H 6.38334 -1.42831 -0.46256 0.118 0.259 0.202
H 5.80160 -0.22838 0.29916 -0.052 0.046 0.007
O 6.62151 -0.69323 0.12155 -0.038 -0.310 -0.212
H -5.77903 -0.20451 1.53471 0.145 -0.118 -0.552
H -6.05685 1.23146 0.88826 0.145 -0.507 -0.132
O -6.15897 0.66123 1.65545 -0.310 0.619 0.674
```
Positions in Å, forces in eV/Å.

total charge = +1
gap between HOMO and LUMO (alpha / beta) = 8.56 / 4.95 eV
E_LUMO (alpha / beta) = -5.26 / -8.87 eV
spin multiplicity = 2
M = 92.138 Da

Here are the Löwdin charges for atoms 1 to 5, given in e:
1. C 0.00
2. C -0.23
3. C 0.27
4. C 0.00
5. H 0.12


8.
Entry from OMol25: a structure of composition C15H13BiClFeI2O6S (ωB97M-V with the def2-TZVPD basis set).

```
40
Properties=species:S:1:pos:R:3:forces:R:3
I -0.25309 3.95346 0.31541 -0.190 0.784 0.297
I -2.42250 -3.17757 0.12437 1.034 1.281 -0.181
Bi -0.51762 -0.93103 -0.25131 -1.606 -2.149 0.034
Fe 0.03627 1.64448 -0.57614 -1.592 0.350 1.388
S -2.10892 0.99256 -0.89762 0.644 -0.053 -0.605
C 0.67334 1.94012 -2.26776 2.768 2.952 -4.486
C 1.78764 1.56796 0.29413 4.600 1.437 -0.302
C -2.62202 0.93890 -2.79541 -0.789 0.117 -1.020
C -3.86871 0.06205 -2.87150 -0.147 -0.096 0.593
C -1.58863 0.45005 -3.80639 0.351 0.005 -0.066
C -2.92586 2.43017 -2.97778 0.081 0.048 0.505
C 1.58325 -2.74696 0.36280 2.704 -2.018 0.949
C 0.22150 -2.06843 -2.98850 0.062 -1.247 -1.036
O 2.88656 1.82303 0.51460 -3.557 -1.165 -0.224
O 1.16622 2.47303 -3.17599 -2.143 -2.549 3.581
O 2.46849 -3.35855 0.74534 -2.160 1.470 -0.929
O 0.32407 -2.78288 -3.85585 -0.108 1.164 1.256
H -4.30300 0.10831 -3.88190 0.246 0.142 0.233
H -4.62993 0.38513 -2.15547 -0.020 -0.009 -0.173
H -3.63121 -0.98940 -2.66464 -0.021 0.178 -0.091
H -1.64381 1.10861 -4.68531 -0.004 -0.144 0.214
H -1.80308 -0.56183 -4.17234 0.091 0.179 0.290
H -0.55046 0.50089 -3.45923 -0.260 -0.142 -0.160
H -3.32946 2.63525 -3.97608 0.032 -0.226 0.155
H -2.00633 3.01290 -2.85320 -0.139 0.077 -0.152
H -3.64895 2.75947 -2.22424 0.004 0.108 -0.241
Cl 4.64007 -2.76131 5.68177 -1.513 1.248 -1.085
C 3.46414 -1.84272 4.79989 2.283 -1.901 1.639
C 3.51626 -0.43615 4.84104 1.196 -0.537 0.869
C 2.57692 0.27500 4.10937 -1.158 0.671 -0.384
C 1.58889 -0.42016 3.42295 -0.585 0.099 -1.019
C 1.53534 -1.81867 3.36599 -1.317 1.509 -0.214
C 2.49180 -2.54419 4.05664 0.624 -1.223 0.566
C 0.59142 0.43534 2.65197 -1.531 0.794 0.222
O 0.65245 1.65462 2.82672 0.157 -1.590 -0.741
O -0.29442 -0.23375 1.95972 1.094 0.349 -0.087
H 4.26300 0.07286 5.42992 0.277 0.069 0.200
H 2.52915 1.35923 4.11871 0.116 0.073 0.001
H 0.68121 -2.27854 2.86522 0.317 -0.050 0.127
H 2.47001 -3.63123 4.05011 0.157 -0.006 0.079
```
Positions in Å, forces in eV/Å.

total charge = +4
gap between HOMO and LUMO (alpha / beta) = 6.17 / 2.58 eV
E_LUMO (alpha / beta) = -14.75 / -18.22 eV
spin multiplicity = 6
M = 875.416 Da

Here are the Löwdin charges for atoms 1 to 5, given in e:
1. I 1.05
2. I 0.40
3. Bi 1.08
4. Fe -0.39
5. S 0.59